# 1
{
  "formula": "C15H42BF6N2O11S2V",
  "method": "ωB97M-V with the def2-TZVPD basis set",
  "species": ["V", "B", "F", "F", "F", "F", "N", "S", "O", "O", "F", "S", "O", "O", "F", "C", "C", "C", "C", "C", "C", "N", "O", "C", "C", "C", "H", "H", "H", "H", "H", "H", "H", "H", "H", "H", "H", "H", "H", "H", "H", "H", "H", "H", "C", "O", "H", "H", "H", "H", "C", "O", "H", "H", "H", "H", "C", "O", "H", "H", "H", "H", "C", "O", "H", "H", "H", "H", "C", "O", "H", "H", "H", "H", "C", "O", "H", "H", "H", "H"],
  "coordinates": [[0.24608, -1.04645, 0.17845], [-2.17137, -2.84086, 1.32039], [-2.13771, -3.79431, 0.29261], [-1.62597, -1.68083, 0.78184], [-3.42876, -2.56922, 1.75994], [-1.25223, -3.23074, 2.25867], [2.00407, -0.50279, -0.47262], [3.07275, 0.62528, 0.00725], [2.98291, 1.94546, -0.51504], [4.30034, 0.17127, 0.63367], [2.25244, 0.80019, 1.39559], [3.16204, -1.07805, -1.62320], [4.06464, -2.11644, -1.16005], [3.50216, -0.17244, -2.70355], [2.00817, -1.92973, -2.36128], [-0.32138, 2.75148, -1.93116], [-0.66764, 3.32959, -0.55100], [-1.70625, 4.51124, -0.82667], [-2.37989, 5.09148, 0.39059], [-3.07271, 3.93780, 1.13540], [-2.16813, 2.71470, 1.52026], [-1.33066, 2.28681, 0.32739], [-0.62135, 0.99365, 0.48676], [-3.12795, 1.64010, 1.98645], [-1.29589, 3.19061, 2.69604], [0.62453, 4.01055, 0.02022], [-1.16924, 2.14061, -2.24111], [0.64540, 2.24959, -1.97044], [-0.24106, 3.56642, -2.65056], [-2.38210, 4.32472, -1.66126], [-1.10685, 5.35273, -1.17412], [-3.20784, 5.75026, 0.12867], [-1.80582, 5.61660, 1.15399], [-3.98233, 3.72371, 0.57428], [-3.31410, 4.33927, 2.11959], [-2.58212, 0.78055, 2.37547], [-3.79616, 1.37258, 1.16790], [-3.68284, 2.08481, 2.81255], [-0.53225, 2.41774, 2.78343], [-1.92915, 3.37013, 3.56486], [-0.73265, 4.11312, 2.55517], [0.41459, 4.93376, 0.56033], [1.31915, 4.40814, -0.71972], [1.01094, 3.46323, 0.88000], [0.25173, -1.01879, 3.34788], [0.94939, -1.49066, 2.22560], [0.70100, -0.06548, 3.62618], [-0.83449, -0.98191, 3.26497], [0.39017, -1.64128, 4.23187], [1.71565, -1.92167, 2.61118], [-0.67683, -5.80838, -2.11628], [-0.26012, -4.43742, -2.40058], [-1.69194, -5.91283, -2.49935], [0.00137, -6.55469, -2.52999], [-0.64250, -6.00957, -1.04555], [-0.25724, -4.37082, -3.35826], [3.76298, -2.04708, 3.85863], [2.82402, -3.01839, 3.52440], [4.16641, -2.18405, 4.86192], [4.62658, -2.02051, 3.19411], [3.18746, -1.12211, 3.82250], [3.34734, -3.64696, 3.02176], [1.05494, 0.52979, -5.07607], [0.00391, 0.43510, -4.16174], [1.36039, 1.51591, -5.42590], [1.99976, 0.01761, -4.89413], [0.64948, 0.03590, -5.95912], [-0.73560, 0.86267, -4.59981], [1.79730, -4.01680, 0.30010], [0.76587, -3.09661, -0.09697], [2.76083, -3.50745, 0.31646], [1.67735, -4.56954, 1.23187], [1.93584, -4.90381, -0.31806], [0.30645, -3.66256, -0.72165], [-1.82881, -1.20642, -2.20816], [-0.53660, -0.87899, -1.78312], [-2.08889, -0.49285, -2.99001], [-1.84378, -2.20651, -2.64141], [-2.55463, -1.21853, -1.39506], [-0.12267, -0.43081, -2.52434]],
  "mulliken_spin": [1.849, 0.013, -0.001, -0.005, 0.000, 0.000, 0.003, 0.007, -0.002, 0.002, 0.003, 0.009, -0.002, 0.000, 0.003, -0.003, 0.004, -0.002, 0.000, 0.001, -0.001, 0.030, 0.096, 0.003, 0.004, 0.002, 0.000, 0.001, 0.000, -0.001, 0.000, 0.000, 0.000, -0.002, 0.000, -0.002, -0.001, 0.000, -0.001, 0.000, 0.000, 0.000, 0.000, 0.002, -0.002, 0.000, 0.003, -0.004, 0.000, 0.005, 0.000, 0.000, 0.000, 0.000, 0.000, 0.000, 0.000, 0.000, 0.000, 0.000, 0.000, 0.000, 0.000, 0.001, 0.000, 0.000, 0.000, 0.000, 0.005, -0.028, 0.000, 0.000, 0.000, 0.007, 0.002, 0.000, 0.000, 0.001, -0.001, 0.003],
  "de_lowest_kj_mol": 0.0,
  "gap_ha": [0.198, 0.198],
  "total_energy_ev": -106078.036,
  "s2": 2.0168,
  "e_homo_ha": [-0.2575, -0.2445],
  "spin_multiplicity": 3,
  "charge": 0
}

# 2
{
  "formula": "C5H11O3",
  "method": "ωB97M-V with the def2-TZVPD basis set",
  "species": ["O", "C", "O", "C", "C", "C", "C", "H", "H", "H", "H", "H", "H", "H", "H", "H", "H", "H", "O"],
  "coordinates": [[0.33888, -1.70889, -1.98546], [0.33443, -1.92396, -0.76007], [-0.06228, -2.95723, -0.14276], [0.87736, -0.79872, 0.17981], [-0.10377, 0.21264, 0.74918], [-1.28447, 0.53691, -0.18408], [-1.07788, 1.93928, -0.79238], [1.38621, -1.33189, 0.99072], [1.69688, -0.36487, -0.41676], [-0.56072, -0.29966, 1.60982], [0.36356, 1.10465, 1.16344], [-1.33432, -0.14256, -1.03260], [-2.20412, 0.45704, 0.39367], [-1.14796, 2.77210, -0.10553], [-1.71139, 2.12180, -1.66594], [-0.03878, 1.98193, -1.14391], [0.19952, 2.92204, 1.69564], [1.32321, 2.38724, 2.48341], [0.92091, 3.22834, 2.23785]],
  "lowdin_charge": [-0.085, -0.760, -0.111, -0.158, -0.219, -0.235, -0.118, 0.092, 0.098, 0.107, 0.057, 0.095, 0.095, 0.044, 0.062, 0.079, -0.011, 0.032, -0.063],
  "de_lowest_kj_mol": 81.9,
  "gap_ha": 0.278,
  "total_energy_ev": -11507.218,
  "e_homo_ha": -0.1469,
  "charge": -1
}